No. 1
Here is C28H42CaNO24 as an isolated structure at a distorted geometry from the Open Molecules 2025 dataset. Energies are from ωB97M-V/def2-TZVPD.

Structure (ORCA input):
```
! RIJCOSX wB97M-V def2-TZVPD def2/J DEFGRID3
* xyz 1 1
Ca -1.17 0.58 0.54
N -2.88 2.76 1.18
O -3.26 1.89 0.35
O -1.70 2.65 1.63
O -3.63 3.63 1.60
C -1.60 4.44 -5.27
C -0.55 4.06 -4.23
C -0.34 5.00 -3.03
O -0.25 4.09 -1.93
C -0.70 2.89 -2.27
O -0.79 1.93 -1.56
O -1.07 2.90 -3.55
H -1.66 3.73 -6.10
H -1.21 5.36 -5.71
H -2.58 4.63 -4.83
H 0.40 3.78 -4.70
H -1.03 5.83 -2.86
H 0.60 5.56 -3.02
C 4.40 -2.37 0.92
C 3.25 -2.38 1.90
C 3.47 -1.48 3.15
O 2.31 -0.70 3.26
C 1.53 -0.93 2.19
O 0.46 -0.43 2.06
O 2.06 -1.82 1.32
H 5.38 -2.73 1.24
H 4.51 -1.45 0.35
H 4.14 -3.04 0.09
H 3.02 -3.40 2.21
H 4.34 -0.82 3.18
H 3.72 -2.18 3.95
C 2.24 0.35 -4.83
C 2.50 -0.54 -3.62
C 3.43 0.01 -2.51
O 2.52 0.08 -1.38
C 1.34 -0.48 -1.68
O 0.48 -0.60 -0.85
O 1.26 -0.83 -2.93
H 2.96 1.16 -4.88
H 1.25 0.80 -4.76
H 2.38 -0.32 -5.67
H 2.97 -1.47 -3.92
H 3.80 1.02 -2.63
H 4.21 -0.71 -2.26
C -3.64 -2.87 -4.47
C -2.81 -1.57 -4.59
C -3.58 -0.27 -4.51
O -3.63 0.04 -3.13
C -2.69 -0.65 -2.49
O -2.25 -0.43 -1.40
O -2.12 -1.52 -3.32
H -3.01 -3.66 -4.05
H -3.87 -3.21 -5.48
H -4.52 -2.84 -3.83
H -2.23 -1.77 -5.48
H -4.59 -0.41 -4.88
H -3.03 0.50 -5.05
C -4.48 1.38 6.20
C -3.72 0.17 5.66
C -4.60 -0.99 5.08
O -4.29 -1.02 3.71
C -3.29 -0.24 3.45
O -2.69 -0.17 2.41
O -2.89 0.48 4.53
H -3.98 2.32 5.96
H -4.68 1.31 7.27
H -5.49 1.50 5.80
H -3.10 -0.16 6.49
H -5.65 -0.82 5.32
H -4.39 -1.95 5.57
C 5.23 1.87 0.61
C 4.23 2.88 1.12
C 3.69 3.88 0.08
O 2.32 3.44 -0.12
C 1.99 2.56 0.86
O 0.94 2.02 0.97
O 3.05 2.24 1.56
H 4.76 1.16 -0.07
H 5.85 1.46 1.41
H 6.03 2.29 -0.01
H 4.75 3.41 1.92
H 4.22 3.78 -0.87
H 3.60 4.93 0.36
C -0.77 -5.35 4.38
C -0.33 -4.39 3.29
C 0.07 -5.09 1.97
O -0.22 -4.09 1.00
C -0.93 -3.11 1.54
O -1.20 -2.10 1.00
O -1.30 -3.44 2.82
H -1.40 -4.93 5.16
H 0.01 -5.89 4.91
H -1.22 -6.17 3.82
H 0.53 -3.80 3.64
H -0.36 -6.06 1.77
H 1.16 -5.11 1.98
*
```

Computed properties:
calculated total energy = -3630.20779 hartree
ΔE to the lowest compared entry with this formula, charge and spin = 265.8 kJ/mol
M = 816.70 g/mol
orbital gap = 0.3080 Ha
F_max = 2.92 eV Å⁻¹

No. 2
Here is C28H42ClF3N3O5Pb as an isolated structure from the Open Molecules 2025 dataset. Energies are from ωB97M-V/def2-TZVPD.

Structure (ORCA input):
```
! RIJCOSX wB97M-V def2-TZVPD def2/J DEFGRID3
* xyz 1 1
Pb -0.08 -0.85 -0.26
N 0.13 -2.86 -2.27
C -0.15 -2.91 -3.71
C -1.61 -2.68 -4.08
C -2.10 -1.23 -3.96
C -2.72 -0.81 -2.62
N -1.84 0.09 -1.84
H 1.11 -3.06 -2.09
H -0.40 -3.55 -1.75
H 0.14 -3.90 -4.09
H 0.48 -2.18 -4.22
H -2.25 -3.34 -3.49
H -1.71 -2.99 -5.12
H -2.86 -1.07 -4.73
H -1.27 -0.56 -4.20
H -2.92 -1.68 -2.00
H -3.67 -0.31 -2.80
H -2.38 0.58 -1.13
H -1.46 0.81 -2.45
O 0.38 -4.49 2.49
Cl 0.83 -3.76 1.36
O 2.22 -3.90 1.12
O 0.54 -2.32 1.61
O 0.08 -4.14 0.18
C 3.74 0.80 -3.56
C 2.35 1.29 -3.08
C 1.32 0.18 -3.31
C 2.52 1.81 -1.67
C 2.62 3.15 -1.47
C 3.03 3.67 -0.23
C 3.45 2.83 0.79
C 3.36 1.46 0.68
C 4.03 0.59 1.71
C 3.10 -0.33 2.50
C 5.15 -0.23 1.04
C 2.74 0.90 -0.53
O 2.46 -0.32 -0.61
H 3.70 0.53 -4.61
H 4.05 -0.07 -2.99
H 4.49 1.58 -3.43
H 2.06 2.14 -3.70
H 1.65 -0.76 -2.88
H 1.18 0.05 -4.38
H 0.35 0.45 -2.88
H 2.43 3.83 -2.29
H 3.10 4.75 -0.10
H 3.88 3.26 1.69
H 4.50 1.27 2.43
H 2.68 -1.10 1.86
H 2.28 0.22 2.95
H 3.67 -0.82 3.29
H 4.72 -0.98 0.37
H 5.73 -0.74 1.81
H 5.82 0.42 0.47
C 0.17 3.99 2.78
C -0.92 2.91 2.72
C -2.25 3.53 2.28
C -1.07 2.24 4.09
C -0.52 1.88 1.74
C -0.25 1.04 0.91
H -0.13 4.79 3.45
H 0.36 4.41 1.79
H 1.10 3.56 3.16
H -2.59 4.24 3.04
H -3.02 2.76 2.17
H -2.15 4.06 1.34
H -1.42 2.97 4.82
H -0.12 1.83 4.44
H -1.80 1.42 4.05
F -6.98 -2.03 1.94
C -6.01 -2.09 2.86
F -6.27 -1.16 3.80
F -6.05 -3.29 3.44
C -4.68 -1.83 2.21
C -3.81 -2.87 1.93
C -2.64 -2.58 1.23
N -2.32 -1.35 0.85
C -3.15 -0.34 1.17
C -4.34 -0.54 1.83
H -4.02 -3.88 2.24
H -1.97 -3.38 0.95
H -2.82 0.66 0.91
H -5.00 0.29 2.04
*
```

Computed properties:
calculated total energy = -2584.66779 hartree
M = 800.31 g/mol
orbital gap (spin up / spin down) = 0.1908 / 0.2580 Ha
F_max = 0.79 eV Å⁻¹

No. 3
Here is one molecule with the formula C28H42ClN3O4 at a distorted geometry from the Open Molecules 2025 dataset. Energies are from ωB97M-V/def2-TZVPD.

Structure (ORCA input):
```
! RIJCOSX wB97M-V def2-TZVPD def2/J DEFGRID3
* xyz 0 1
C 3.86 3.10 -0.10
C 2.96 3.80 0.91
C 1.94 4.74 0.27
C 0.93 4.07 -0.66
C 0.10 2.99 0.04
C -1.04 2.48 -0.84
C -1.71 1.24 -0.25
N -0.83 0.09 -0.34
C -0.29 -0.51 0.73
O -0.55 -0.18 1.88
C 0.68 -1.68 0.47
C 1.26 -1.75 -0.95
H 0.48 -1.87 -1.71
C 2.13 -0.53 -1.27
N 3.18 -0.40 -0.29
C 4.47 -0.50 -0.67
O 4.81 -0.65 -1.83
O 5.31 -0.39 0.38
C 6.74 -0.45 0.18
C 7.13 -1.81 -0.39
H 6.76 -2.61 0.25
H 8.21 -1.89 -0.44
H 6.71 -1.94 -1.38
C 7.31 -0.28 1.59
H 8.39 -0.31 1.56
H 6.99 0.68 2.01
H 6.95 -1.07 2.24
C 7.21 0.68 -0.73
H 6.91 1.64 -0.32
H 8.29 0.66 -0.81
H 6.78 0.57 -1.72
C 2.71 -0.30 1.07
H 3.57 -0.22 1.73
C 1.86 -1.51 1.44
H 1.48 -1.38 2.45
H 2.48 -2.41 1.41
H 2.11 0.61 1.17
H 2.60 -0.65 -2.25
H 1.53 0.39 -1.28
H 1.89 -2.64 -1.01
C -0.03 -3.01 0.83
H 0.62 -3.82 0.51
H -0.13 -3.07 1.91
C -1.43 -3.27 0.25
H -1.60 -4.35 0.25
C -2.59 -2.55 0.97
C -3.24 -1.85 -0.20
N -2.63 -2.05 -1.30
O -1.54 -2.85 -1.13
C -4.42 -1.02 -0.11
C -5.02 -0.53 -1.28
C -6.14 0.27 -1.21
C -6.68 0.60 0.03
C -6.10 0.12 1.19
C -4.98 -0.69 1.12
H -4.53 -1.05 2.03
H -6.53 0.38 2.15
Cl -8.08 1.60 0.11
H -6.60 0.65 -2.11
H -4.59 -0.79 -2.23
H -2.23 -1.83 1.70
H -3.27 -3.25 1.45
H -0.66 -0.27 -1.26
H -2.64 1.02 -0.78
H -1.92 1.39 0.81
H -1.80 3.27 -0.94
H -0.67 2.25 -1.84
H -0.30 3.38 0.97
H 0.75 2.14 0.29
H 0.25 4.83 -1.04
H 1.45 3.63 -1.52
H 2.48 5.51 -0.30
H 1.40 5.25 1.07
H 2.45 3.06 1.52
H 3.59 4.39 1.58
H 4.40 3.83 -0.71
H 3.29 2.46 -0.77
H 4.59 2.47 0.41
*
```

Computed properties:
SMILES = CCCCCCCNC(=O)C1(C[C@H]2CC(c3ccc(Cl)cc3)=NO2)CCN(C(=O)OC(C)(C)C)CC1
calculated total energy = -2017.60657 hartree
ΔE to the lowest compared entry with this formula, charge and spin = 0.0 kJ/mol
M = 520.11 g/mol
orbital gap = 0.3250 Ha
F_max = 1.06 eV Å⁻¹